Entry 1:
DFT (ωB97M-V/def2-TZVPD) results for C56H53HfN2P2Si as an isolated structure.

```
! wB97M-V def2-TZVPD RIJCOSX def2/J DEFGRID3
* xyz 1 1
Hf 0.1215 -0.0192 0.1523
C 0.7314 3.7050 1.1817
Si -0.0764 2.6111 -0.0951
C -1.8665 3.1962 -0.1815
C -2.1956 4.5476 -0.0298
C -3.5165 4.9633 0.1030
C -4.5376 4.0239 0.1093
C -4.2377 2.6748 -0.0420
C -2.9144 2.2705 -0.2007
P -2.5081 0.5237 -0.5555
C -2.2702 0.5760 -2.3772
C -1.3303 -0.2612 -2.9783
C -1.1115 -0.2165 -4.3506
C -1.8326 0.6679 -5.1362
C -2.7806 1.5022 -4.5510
C -2.9980 1.4572 -3.1818
C -4.0221 -0.4281 -0.3092
C -4.8174 -0.8755 -1.3584
C -5.9420 -1.6476 -1.0885
C -6.2618 -1.9884 0.2188
C -5.4578 -1.5612 1.2707
C -4.3345 -0.7890 1.0087
C 1.0153 3.0002 -1.6057
C 0.7203 3.9370 -2.6016
C 1.6729 4.3025 -3.5452
C 2.9495 3.7502 -3.5048
C 3.2642 2.8085 -2.5367
C 2.2973 2.4181 -1.6079
P 2.6201 1.0524 -0.4282
C 2.3013 -0.4230 -1.5042
C 2.2457 -1.6771 -0.8690
C 2.0633 -2.8428 -1.6109
C 1.9237 -2.7678 -2.9826
C 1.9799 -1.5294 -3.6225
C 2.1579 -0.3664 -2.8951
C 4.4156 0.9807 -0.2173
C 4.9981 2.0985 0.3867
C 6.3591 2.1122 0.6451
C 7.1368 1.0048 0.3274
C 6.5551 -0.1128 -0.2538
C 5.1918 -0.1321 -0.5238
H 0.8889 4.7032 0.7573
H 1.7069 3.3057 1.4805
H 0.1285 3.7947 2.0875
H -1.4022 5.2896 0.0050
H -3.7457 6.0166 0.2196
H -5.5685 4.3356 0.2331
H -5.0403 1.9461 -0.0393
H -0.7933 -1.0000 -2.3892
H -0.3859 -0.8805 -4.8067
H -1.6610 0.7065 -6.2055
H -3.3483 2.1934 -5.1632
H -3.7274 2.1215 -2.7329
H -4.5693 -0.6217 -2.3822
H -6.5671 -1.9867 -1.9066
H -7.1389 -2.5920 0.4196
H -5.7036 -1.8312 2.2907
H -3.6993 -0.4578 1.8259
H -0.2627 4.4003 -2.6264
H 1.4281 5.0362 -4.3050
H 3.6976 4.0485 -4.2296
H 4.2571 2.3704 -2.5133
H 2.4530 -1.7426 0.1993
H 2.0613 -3.8096 -1.1195
H 1.7878 -3.6736 -3.5615
H 1.9001 -1.4753 -4.7015
H 2.1990 0.5888 -3.4049
H 4.3894 2.9573 0.6512
H 6.8108 2.9827 1.1054
H 8.1989 1.0132 0.5365
H 7.1609 -0.9766 -0.4977
H 4.7521 -1.0083 -0.9814
C -3.2402 -4.2927 -1.1445
C -2.0513 -4.1861 -0.2007
C -2.5041 -4.4243 1.2410
C -0.9671 -5.1801 -0.5971
N -1.5325 -2.8060 -0.4001
N -0.4601 -2.4387 0.4938
H -3.6148 -5.3176 -1.1647
H -2.9525 -4.0038 -2.1599
H -4.0559 -3.6401 -0.8153
H -3.0120 -5.3877 1.3206
H -3.2074 -3.6472 1.5564
H -1.6674 -4.4481 1.9449
H -1.3833 -6.1876 -0.6473
H -0.1493 -5.2133 0.1316
H -0.5611 -4.9257 -1.5812
H -2.2905 -2.1658 -0.1942
H 0.2837 -3.0975 0.3120
H -0.7277 -2.5462 1.4676
C -0.0088 -0.0673 2.2243
C 1.0929 0.2773 2.8039
C 2.2984 0.5502 3.3219
C 2.6462 1.9569 3.6591
C 3.9149 2.4789 3.3864
C 4.2261 3.8002 3.6836
C 3.2758 4.6313 4.2661
C 2.0160 4.1217 4.5533
C 1.7085 2.8008 4.2562
C 3.2509 -0.5717 3.5188
C 3.0801 -1.8024 2.8687
C 3.9545 -2.8652 3.0591
C 5.0428 -2.7313 3.9086
C 5.2277 -1.5223 4.5701
C 4.3485 -0.4636 4.3841
H 4.6612 1.8369 2.9305
H 5.2183 4.1823 3.4656
H 3.5191 5.6595 4.5050
H 1.2709 4.7556 5.0226
H 0.7252 2.4038 4.4885
H 2.2180 -1.9254 2.2274
H 3.7858 -3.8056 2.5425
H 5.7277 -3.5558 4.0632
H 6.0640 -1.4040 5.2502
H 4.5068 0.4622 4.9249
*
```

The value obtained for the LUMO energy is -0.1126 Eh. As for the frontier orbital gap: 5.03 eV. The calculation puts the electronic energy at -89667.45038 eV.

***

Entry 2:
DFT (ωB97M-V/def2-TZVPD) results for C56H54AlClGe2NO3S4 as an isolated structure.

```
! wB97M-V def2-TZVPD RIJCOSX def2/J DEFGRID3
* xyz -1 1
Al 0.0568 -2.1725 -2.4383
C -6.2479 0.4245 -0.1517
C -5.1702 -0.1640 0.7172
C -4.7648 -1.4796 0.5608
C -3.7400 -2.0263 1.3293
C -3.3122 -3.4518 1.1083
C -3.0972 -1.2171 2.2667
C -3.5056 0.1087 2.4561
C -2.7704 0.9988 3.4191
C -4.5406 0.6130 1.6847
C -1.9599 -1.7424 3.0804
C -2.2494 -2.2613 4.3403
C -1.2421 -2.7298 5.1650
C 0.0723 -2.6797 4.7331
C 0.3875 -2.1746 3.4765
C -0.6301 -1.6971 2.6366
Ge -0.1645 -1.1268 0.8045
S 0.3557 -2.9248 -0.3330
S 1.3829 0.4921 0.6269
Ge 0.1134 1.0035 -1.1739
S 0.9518 -0.1325 -2.8529
S -1.7186 0.0351 -0.3323
C -0.1076 2.9238 -1.6233
C 0.2626 3.9407 -0.7307
C 0.2426 5.2730 -1.1431
C -0.1812 5.6218 -2.4111
C -0.6313 4.6318 -3.2654
C -0.6078 3.2929 -2.8873
C -1.2258 2.3115 -3.8245
C -2.5120 1.8400 -3.5532
C -3.3226 2.3889 -2.4063
C -3.0681 0.8808 -4.3937
C -2.3875 0.4101 -5.5055
C -2.9630 -0.6841 -6.3611
C -1.1435 0.9577 -5.8007
C -0.5515 1.9028 -4.9795
C 0.8222 2.4274 -5.2948
C 0.5770 3.7345 0.7156
C -0.4762 3.7039 1.6305
C -1.9142 3.7106 1.1833
C -0.1822 3.6737 2.9918
C 1.1221 3.6780 3.4585
C 1.4115 3.6811 4.9351
C 2.1550 3.6832 2.5265
C 1.9020 3.7148 1.1634
C 3.0368 3.7013 0.1764
C 1.8202 -2.1480 3.0556
C 2.3986 -3.2551 2.4301
C 1.6520 -4.5514 2.2651
C 3.7235 -3.1733 2.0110
C 4.4928 -2.0439 2.2436
C 5.9103 -1.9570 1.7522
C 3.9167 -0.9813 2.9293
C 2.5919 -1.0138 3.3360
C 2.0018 0.1555 4.0735
H -6.5463 -0.2742 -0.9323
H -5.8964 1.3380 -0.6349
H -7.1333 0.6821 0.4341
H -5.2337 -2.0943 -0.1999
H -4.0469 -3.9819 0.5032
H -3.1902 -3.9822 2.0544
H -2.3539 -3.4970 0.5842
H -1.7455 1.1682 3.0744
H -2.7028 0.5551 4.4140
H -3.2618 1.9682 3.5010
H -4.8376 1.6494 1.8135
H -3.2830 -2.2895 4.6653
H -1.4804 -3.1330 6.1416
H 0.8740 -3.0410 5.3665
H 0.5409 6.0363 -0.4339
H -0.1978 6.6606 -2.7172
H -1.0283 4.8852 -4.2413
H -3.3273 3.4813 -2.4208
H -2.9333 2.0848 -1.4336
H -4.3519 2.0367 -2.4732
H -4.0500 0.4824 -4.1639
H -4.0064 -0.8721 -6.1120
H -2.4145 -1.6152 -6.2020
H -2.8926 -0.4362 -7.4217
H -0.6039 0.6091 -6.6752
H 1.2110 1.9617 -6.1998
H 1.5121 2.2057 -4.4780
H 0.8217 3.5098 -5.4372
H -2.0580 4.3131 0.2861
H -2.5579 4.1037 1.9712
H -2.2465 2.6949 0.9489
H -1.0007 3.6737 3.7043
H 0.5346 3.9914 5.5034
H 2.2306 4.3612 5.1739
H 1.6967 2.6874 5.2841
H 3.1844 3.6727 2.8708
H 3.9974 3.6943 0.6907
H 3.0030 4.5674 -0.4871
H 2.9868 2.8113 -0.4562
H 0.5777 -4.4024 2.1814
H 1.8339 -5.1959 3.1305
H 1.9875 -5.0764 1.3717
H 4.1618 -4.0191 1.4911
H 6.3514 -2.9450 1.6240
H 6.5331 -1.3846 2.4408
H 5.9483 -1.4566 0.7830
H 4.5091 -0.0959 3.1366
H 2.7629 0.9188 4.2327
H 1.5992 -0.1469 5.0432
H 1.1880 0.6125 3.5059
Cl 7.4448 -3.3741 -1.3958
C 5.7968 -3.6395 -1.9093
C 4.8886 -2.5985 -1.8414
C 3.5911 -2.8064 -2.2859
C 3.2091 -4.0441 -2.7895
C 4.1353 -5.0812 -2.8275
C 5.4342 -4.8878 -2.3898
C 1.8195 -4.3090 -3.3217
O 1.5269 -5.4121 -3.7280
O 1.0216 -3.2746 -3.3954
H 5.1907 -1.6337 -1.4584
H 2.8851 -1.9885 -2.2439
H 3.8162 -6.0391 -3.2150
H 6.1633 -5.6854 -2.4265
O -4.0196 -2.3105 -3.3290
C -2.8533 -2.2772 -3.1335
N -1.6871 -2.2430 -2.9366
*
```

The value obtained for the LUMO energy is 0.0856 Eh. As for the frontier orbital gap: 8.19 eV. The calculation puts the electronic energy at -242090.72826 eV. The relative energy (zero: lowest compared OMol25 entry of this formula, charge and spin) is 0.0 kcal/mol.

***

> Among the records above, which one has the highest electronic energy?

C56H53HfN2P2Si